Record 1
# C5H11N

C5H11N in the gas phase (the ωB97M-V functional and the def2-TZVPD basis, OMol25).

Results
E_LUMO ... 1.14 eV
Relative energy (zero: lowest compared OMol25 entry of this formula, charge and spin) ... 2.092 eV
HOMO-LUMO gap ... 0.3804 Ha
HOMO ... -9.208 eV
Charge ... 0

CARTESIAN COORDINATES (ANGSTROEM)
N  -1.51412  0.30450  -1.69475
C  2.10805  0.89928  1.48066
C  -1.22587  -1.37149  0.10544
C  0.14200  0.64921  0.01401
C  -0.52465  -0.47388  -0.78908
C  1.43981  0.16635  0.64636
H  0.31037  1.60520  -0.57315
H  -0.87014  0.92779  -2.31368
H  3.10236  0.53392  1.67870
H  -1.99985  0.97842  -1.14761
H  -1.85942  -2.02952  -0.59899
H  -1.98161  -1.02632  0.78562
H  1.88987  1.76355  2.08737
H  -0.62131  0.86213  0.83418
H  0.14487  -1.05687  -1.51161
H  2.01288  -0.81689  0.35981
H  -0.55323  -1.91536  0.63672

Record 2
# C8H5F2N3O

A molecular structure, C8H5F2N3O (the ωB97M-V functional and the def2-TZVPD basis, OMol25).

Results
E_LUMO ... -0.52 eV
Relative energy (zero: lowest compared OMol25 entry of this formula, charge and spin) ... 1.084 eV
HOMO-LUMO gap ... 0.3444 Ha
HOMO ... -9.888 eV
Charge ... 0

CARTESIAN COORDINATES (ANGSTROEM)
F  1.97603  2.74652  -0.85105
F  2.14976  2.37175  1.29337
O  4.37459  0.33649  -0.36980
N  2.79003  -1.01811  0.24547
N  3.91178  -1.76128  0.07560
N  -0.15314  1.16369  -1.14395
C  1.71769  1.85603  0.17251
C  -0.25205  0.83169  1.27299
C  -1.46992  0.11417  1.18056
C  4.79910  -0.86834  -0.38532
C  0.37091  1.24693  0.09450
C  -1.34606  0.54302  -1.24910
C  -2.02702  -0.06478  -0.10474
C  3.11991  0.19360  -0.01946
H  -1.87400  0.38808  -2.18470
H  -1.98026  0.05636  2.11818
H  0.12065  0.87323  2.26101
H  -3.02085  -0.50726  -0.27121
H  5.83317  -1.04979  -0.64564

Record 3
# C48H43IrN3O2P2

A molecular structure, C48H43IrN3O2P2 (the ωB97M-V functional and the def2-TZVPD basis, OMol25).

Results
E_LUMO (alpha / beta) ... -5.06 / -5.06 eV
Relative energy (zero: lowest compared OMol25 entry of this formula, charge and spin) ... 4.957 eV
HOMO-LUMO gap (alpha / beta) ... 0.1871 / 0.1871 Ha
HOMO (alpha / beta) ... -10.149 / -10.149 eV
Charge ... +1

CARTESIAN COORDINATES (ANGSTROEM)
Ir  0.16443  0.84855  0.63703
P  -1.50591  0.52996  -1.04416
P  -1.05722  2.48866  1.26489
O  -3.00362  -3.28332  -0.57113
O  1.26359  -2.33458  -1.73052
N  -2.59567  3.14642  -0.88765
N  -0.84601  -2.55475  -0.87880
N  0.94161  -1.13364  0.56872
C  2.51381  5.57062  -0.30168
C  -5.42576  -0.69846  0.98316
C  -5.78102  3.89095  -2.66893
C  2.41336  2.46422  1.65023
C  -4.53842  2.17285  3.34734
C  -1.59072  -4.43269  -2.17649
C  -1.23367  -0.23243  -2.65932
C  1.88545  -1.75314  1.47830
C  1.87100  4.59925  0.41035
C  1.89418  1.16662  1.68396
C  3.32756  2.88965  -0.61754
C  -2.28574  2.13853  2.51153
C  0.15422  -2.89781  -1.70323
C  -1.92353  2.21356  -1.74433
C  2.24580  3.20206  0.30503
C  3.97270  3.86485  -1.32937
C  -6.38937  4.79710  -1.81541
C  -5.70965  5.17420  -0.67255
C  3.03447  3.06502  2.72474
C  -0.19953  -4.03100  -2.64635
C  -5.46745  -0.05736  -0.24661
C  -3.02981  -0.67014  0.92708
C  -2.80269  1.07279  4.60477
C  -4.53717  3.35799  -2.38321
C  -3.62091  2.52135  2.37237
C  0.18489  -0.52224  -4.57852
C  -3.85132  3.70864  -1.21061
C  3.12463  -3.74091  2.01779
C  -4.20786  -1.00916  1.56595
C  2.36385  -1.11361  2.62786
C  2.76798  0.99654  3.91782
C  3.56257  -3.14509  3.19077
C  3.12436  2.33291  3.90750
C  -2.04936  -1.40804  -4.58733
C  -3.05697  -0.02083  -0.30274
C  3.56199  5.18856  -1.15225
C  3.20660  -1.84326  3.47367
C  -4.12931  1.45614  4.46355
C  2.29618  -3.04434  1.15973
C  -4.46469  4.64729  -0.37019
C  -0.01479  -0.03981  -3.29371
C  2.26793  0.36226  2.77152
C  -0.83126  -1.20256  -5.22695
C  -2.25428  -0.92825  -3.30657
C  -1.92463  -3.38223  -1.11753
C  -1.87886  1.41288  3.63473
C  -1.74272  3.74477  0.09627
C  -4.28763  0.27714  -0.88861
H  -5.57515  2.45302  3.22936
H  4.21355  -3.67941  3.86628
H  1.32203  2.59862  -0.06573
H  2.91603  0.42333  4.82084
H  -2.35419  -4.41340  -2.95435
H  1.94949  -3.48786  0.24002
H  3.40843  4.07738  2.67594
H  -4.33820  0.77187  -1.84915
H  3.52164  2.79592  4.79980
H  -0.67254  -1.59053  -6.22382
H  1.19600  -1.43204  -0.40976
H  0.05131  -1.65853  0.62496
H  -2.83935  -1.95400  -5.08480
H  -4.84948  1.19106  5.22473
H  -2.07941  -0.92816  1.37896
H  3.63731  -1.37206  4.34276
H  -2.48987  0.50864  5.47272
H  -2.23346  4.54434  0.64075
H  -6.27275  3.59209  -3.58431
H  -6.34787  -0.96122  1.48335
H  -3.19168  -1.12318  -2.80306
H  4.07771  5.96435  -1.70407
H  -3.96370  3.03787  1.48901
H  -0.84246  1.11225  3.73914
H  -0.96330  2.63083  -2.08679
H  -0.86323  4.19464  -0.39260
H  4.78275  3.62965  -2.00290
H  0.79387  0.46594  -2.77862
H  -3.99542  4.98949  0.53789
H  -6.14396  5.89596  0.00585
H  2.23792  6.61019  -0.21736
H  -7.36470  5.20134  -2.04005
H  0.55804  -4.81211  -2.59243
H  -6.41536  0.18191  -0.70870
H  -4.11218  2.68159  -3.10621
H  1.13955  -0.37924  -5.06397
H  -0.18669  -3.63728  -3.66272
H  1.06585  4.85560  1.08921
H  -2.50310  2.02830  -2.64261
H  3.43725  -4.74369  1.76424
H  -1.62856  -5.41708  -1.70914
H  -4.17280  -1.52696  2.51394
H  3.60026  1.84614  -0.71452